48
Properties=species:S:1:pos:R:3:forces:R:3:nbo_charge:R:1 method="wB97M-V/def2-TZVPD" charge=+1 gap_ev=7.956 homo_ha=-0.397 multiplicity=1 fmax_ev_per_a=2.20 energy_ha=-3672.1866 mol_weight_g_mol=473.15
Ga 0.0875 0.7248 -0.6708 0.17 -2.12 0.58 1.9457
C 2.9902 0.4974 -1.7466 0.26 0.48 -0.20 -0.4288
N 1.9988 -0.3294 -1.0471 -0.75 0.50 0.07 -0.5549
C 1.8166 -1.5950 -1.7729 -0.33 -0.41 -0.24 -0.4146
C 2.3798 -0.6233 0.3261 0.04 -0.06 0.71 0.1477
C 3.6987 -0.8628 0.6748 -0.14 0.04 -0.07 -0.2283
C 4.0395 -1.1572 1.9836 -0.09 -0.01 0.06 -0.2146
C 3.0501 -1.1770 2.9500 0.09 0.03 -0.09 -0.1666
C 1.7311 -0.9253 2.6183 -0.26 -0.01 -0.08 -0.2328
C 1.3499 -0.6865 1.2979 0.38 -0.24 -0.07 0.1249
N 0.0628 -0.4951 0.8038 -0.07 1.17 -0.90 -0.8627
C -1.2036 -0.7453 1.3094 -0.34 -0.23 -0.07 0.1307
C -1.5228 -1.2770 2.5589 0.19 0.02 -0.05 -0.2412
C -2.8371 -1.4894 2.9350 -0.09 -0.01 -0.07 -0.1628
C -3.8811 -1.1905 2.0782 0.06 -0.02 0.06 -0.2239
C -3.5912 -0.7084 0.8142 0.12 0.02 -0.05 -0.2258
C -2.2816 -0.4927 0.4228 -0.05 -0.09 0.75 0.1335
N -1.9706 -0.0265 -0.9129 0.95 0.39 0.16 -0.5516
C -1.8246 -1.1819 -1.8145 0.31 -0.37 -0.33 -0.4204
C -2.9785 0.8820 -1.4689 -0.21 0.46 -0.22 -0.4253
H 3.8860 -0.0801 -1.9896 -0.11 0.04 0.00 0.2131
H 2.5566 0.8722 -2.6770 0.06 -0.09 0.03 0.2195
H 3.2716 1.3432 -1.1173 -0.03 -0.13 -0.10 0.2401
H 2.7752 -2.1092 -1.8875 -0.05 0.09 0.01 0.2193
H 1.1478 -2.2418 -1.2073 0.00 0.02 -0.01 0.2249
H 1.3886 -1.4010 -2.7573 0.06 -0.01 -0.04 0.2111
H 4.4805 -0.8375 -0.0678 0.04 0.05 -0.13 0.2226
H 5.0679 -1.3570 2.2361 0.10 -0.02 0.05 0.2322
H 3.2953 -1.3867 3.9790 0.06 0.01 0.11 0.2308
H 0.9997 -0.9072 3.4050 -0.07 0.00 0.06 0.2218
H -0.7441 -1.5499 3.2467 0.05 0.00 0.06 0.2216
H -3.0335 -1.9009 3.9125 -0.06 -0.02 0.10 0.2302
H -4.9084 -1.3328 2.3722 -0.07 -0.07 0.06 0.2318
H -4.4029 -0.5175 0.1307 -0.08 0.07 -0.09 0.2214
H -2.7995 -1.6427 -2.0019 0.11 0.06 0.02 0.2241
H -1.3893 -0.8439 -2.7585 -0.12 -0.09 -0.07 0.2120
H -1.1698 -1.9240 -1.3566 -0.04 0.06 -0.02 0.2278
H -3.8478 0.3220 -1.8186 0.04 0.00 0.02 0.2105
H -3.3028 1.5908 -0.7090 0.08 -0.04 -0.12 0.2354
H -2.5469 1.4119 -2.3196 -0.10 -0.03 0.06 0.2259
F -1.4351 2.8575 0.1033 -0.09 0.11 0.07 -0.3156
C -0.9149 3.8764 -0.6379 -0.38 -0.08 0.24 0.7386
F -1.8527 4.2843 -1.4727 0.39 -0.06 -0.11 -0.2807
F -0.5712 4.8471 0.1779 0.18 -0.11 -0.26 -0.2700
S 0.5519 3.0740 -1.4515 -0.25 1.98 -0.13 2.3205
O 1.1510 2.4366 -0.2651 -0.06 -0.81 0.27 -0.9716
O 1.3153 4.0007 -2.1770 0.25 0.36 -0.25 -0.8293
O -0.0846 1.9752 -2.2292 -0.15 -0.87 0.23 -0.9964

---

14
Properties=species:S:1:pos:R:3:forces:R:3:nbo_charge:R:1 method="wB97M-V/def2-TZVPD" charge=0 gap_ev=9.234 homo_ha=-0.308 multiplicity=1 fmax_ev_per_a=4.71 energy_ha=-668.4304 mol_weight_g_mol=122.19
C -1.4608 -0.8979 -1.3317 -3.44 -2.70 0.12 -0.5128
C 0.4299 0.1917 -0.9973 -3.14 -1.72 -2.77 -0.0216
C 1.4143 0.9285 -0.4938 -1.98 -1.34 0.04 -0.2778
C 1.3068 1.0185 0.8373 2.75 1.51 3.51 -0.1941
C 0.4447 0.3249 1.6287 -0.84 -0.44 1.09 -0.2340
C -0.5219 -0.5034 1.0642 -1.52 -1.77 2.69 -0.1698
C -0.6292 -0.3708 -0.2886 1.36 -0.69 0.94 -0.1245
H -1.9852 -1.9957 -1.0514 1.73 2.68 -1.36 0.2296
H -2.2932 -0.1915 -1.5036 0.11 -0.52 0.00 0.2340
H 2.0037 1.3489 -1.1664 3.39 2.09 -2.09 0.2241
H 2.0988 1.5083 1.4305 -0.44 0.31 -0.60 0.2117
H 0.5012 0.4953 2.7083 0.10 -0.47 -0.39 0.2184
H -1.0946 -1.3271 1.7834 1.08 2.57 -2.21 0.2238
S -0.2146 -0.5298 -2.6197 0.84 0.51 1.02 0.1929

---

77
Properties=species:S:1:pos:R:3:forces:R:3:lowdin_charge:R:1 method="wB97M-V/def2-TZVPD" charge=0 gap_ev="4.610 / 4.730" homo_ha="-0.191 / -0.195" multiplicity=6 fmax_ev_per_a=3.51 energy_ha=-3382.3665 mol_weight_g_mol=694.84
O 1.4982 1.7103 -2.4237 0.66 0.52 -2.65 -0.2430
C 1.4701 1.6568 -3.6777 0.17 -0.14 1.98 -0.1793
C 2.1402 2.6120 -4.5352 0.52 0.98 -0.30 -0.1708
C 2.7688 3.8193 -4.0890 -0.35 -1.00 -0.46 0.0129
H 2.7462 4.0861 -3.0299 0.01 -0.13 -0.35 0.1226
C 3.3882 4.6236 -5.0371 -0.10 0.27 -0.08 -0.0736
H 3.8926 5.5457 -4.7307 -0.28 -0.33 -0.08 0.1088
C 3.3521 4.2925 -6.4028 -0.07 -0.59 0.07 -0.0617
H 3.7682 4.9638 -7.1562 0.02 -0.18 0.34 0.1080
C 2.7857 3.0812 -6.8160 -0.01 0.24 -0.42 -0.0722
H 2.7869 2.7626 -7.8635 0.07 0.37 0.35 0.1110
C 2.1682 2.2590 -5.8919 -0.13 -0.03 0.69 -0.0248
H 1.6790 1.3204 -6.1641 0.22 0.31 -0.16 0.1262
H 0.9644 0.7965 -4.1531 -0.01 0.24 0.11 0.0434
C -2.5321 1.1923 -3.1152 -0.79 0.26 -0.18 -0.1762
C -2.0901 0.2405 -2.1007 3.37 0.02 0.99 -0.3830
H -3.5727 1.0415 -3.4259 -0.20 0.19 -0.20 0.0565
H -1.8962 1.0744 -4.0031 -0.13 0.03 0.04 0.0550
H -2.4070 2.2188 -2.7698 -0.04 0.15 -0.02 0.0584
C -2.6523 -0.7500 -1.4466 -1.09 -0.31 0.50 -0.3145
C -4.1327 -1.0208 -1.2153 0.03 -0.39 -0.38 -0.1242
H -2.0304 -1.5276 -0.9623 0.02 0.50 0.23 0.0526
H -4.7854 -0.5464 -1.9560 0.11 0.02 0.08 0.0569
H -4.4647 -0.6967 -0.2192 0.13 0.05 -0.11 0.0526
H -4.2984 -2.1015 -1.2569 -0.24 -0.03 -0.03 0.0517
Sm 0.4125 0.3270 -0.9601 -2.89 -1.03 -0.43 1.2154
Cl -0.0841 2.7877 -0.0856 0.06 0.34 0.13 -0.1267
Cl 0.3602 -1.4082 -3.1948 0.70 0.06 -0.11 -0.0843
C -1.5177 0.6724 1.7965 1.11 -0.79 -1.07 -0.3032
O -0.7541 -0.0723 1.1273 -0.96 0.79 1.45 -0.2149
N -1.9813 0.3724 3.0064 -0.37 -0.36 0.30 -0.1651
C -1.7111 -0.8973 3.6744 -0.09 0.15 0.10 -0.0201
C -3.0017 1.1993 3.6361 0.08 0.13 0.00 -0.0398
H -1.8124 1.6508 1.3974 -0.03 -0.16 0.08 0.0787
H -0.9146 -1.4358 3.1599 -0.26 0.16 0.04 0.0646
H -2.6238 -1.5108 3.7044 0.22 0.10 -0.14 0.0992
H -1.4263 -0.6933 4.7164 0.06 -0.06 -0.26 0.0951
H -3.1717 2.0784 3.0059 -0.07 -0.17 0.24 0.0960
H -2.6770 1.5205 4.6363 -0.01 -0.04 -0.28 0.0918
H -3.9384 0.6332 3.7557 0.23 0.17 -0.15 0.0952
H 0.5335 -5.3630 0.7646 -0.08 0.23 -0.09 0.0920
H 2.6891 -5.7354 -0.6412 0.02 0.14 -0.07 0.0930
C 0.2228 -4.6834 -0.0414 0.06 -0.11 0.21 -0.0177
C 2.3221 -4.9683 -1.3292 -0.13 0.17 -0.09 -0.0337
N 1.4078 -4.0715 -0.6378 -0.24 -0.18 -0.17 -0.1681
H -0.4546 -3.9189 0.3513 0.27 -0.10 -0.16 0.0941
C 1.5396 -2.7612 -0.7965 -1.04 1.46 0.51 -0.3721
O 0.8008 -1.8949 -0.2445 1.33 -1.86 -0.30 -0.2829
H 3.1495 -4.3593 -1.6988 0.01 -0.33 -0.03 0.0914
H 2.3488 -2.4446 -1.4749 -0.11 -0.24 0.33 0.1168
H -0.2997 -5.2939 -0.7915 0.11 0.29 0.07 0.0999
H 1.8170 -5.4575 -2.1718 0.11 0.10 0.13 0.0999
C 2.2602 -2.7003 4.1327 0.06 0.11 0.26 -0.0679
C 1.9202 -2.1207 2.7824 -0.38 -0.09 -0.42 -0.3066
O 2.9871 -1.2705 2.3579 0.50 0.77 -0.46 -0.2921
P 2.6617 0.1396 1.5710 -0.39 0.48 0.86 0.8478
O 2.0495 1.0532 2.8003 0.48 -0.41 -0.16 -0.3277
C 2.7537 1.2594 4.0547 0.02 -0.16 -0.41 -0.2750
C 1.9039 2.1632 4.9141 -0.01 0.03 0.20 -0.0770
O 4.2000 0.6359 1.4449 0.00 -0.10 0.29 -0.3017
C 4.6339 1.8799 0.8341 0.31 -0.33 -0.10 -0.2676
C 3.5879 2.9460 0.6427 -0.32 0.18 -0.11 -0.1080
H 1.6370 -3.5754 4.3337 0.06 0.05 0.02 0.0778
H 2.0704 -1.9598 4.9176 0.12 -0.15 -0.04 0.0699
H 3.3159 -2.9888 4.1741 -0.21 -0.03 -0.03 0.0850
H 0.9759 -1.5597 2.8399 0.31 -0.11 -0.18 0.0815
H 1.7943 -2.9077 2.0243 0.01 0.17 0.22 0.1032
H 2.9307 0.2903 4.5521 -0.04 0.30 -0.26 0.1076
H 3.7329 1.7269 3.8545 -0.30 -0.21 0.00 0.1171
H 0.9387 1.6995 5.1534 0.18 0.11 -0.13 0.0729
H 2.4356 2.3491 5.8512 -0.09 0.02 0.01 0.0775
H 1.7328 3.1264 4.4260 -0.05 -0.16 0.00 0.0810
H 5.4450 2.2737 1.4595 -0.21 -0.30 0.09 0.1158
H 5.0909 1.6181 -0.1289 -0.14 -0.01 0.14 0.1151
H 3.0266 3.1743 1.5566 0.10 -0.14 -0.21 0.0743
H 4.1173 3.8522 0.3458 -0.02 0.09 -0.04 0.0829
H 2.8787 2.7098 -0.1590 0.00 0.02 0.26 0.0264